[1]
Below is an isolated molecule of C3H4ClFN2S at a distorted geometry, with properties calculated with wB97M-V/def2-TZVPD.

Calculated values
Multiplicity: 1
Gap between HOMO and LUMO in Eh: 0.3509
HOMO in eV: -9.19
Max |F| in eV/A: 4.377
LUMO in eV: 0.35

Last column: Mulliken charge in e.
CARTESIAN COORDINATES (ANGSTROEM)
C (1.20268, 0.74371, 0.50461)  0.5707
C (-0.00242, 0.90533, 1.34143)  -0.6492
C (-0.57014, -0.75750, -0.54894)  0.5712
N (1.25197, 0.03391, -0.51782)  -0.6230
N (-0.93854, -1.22373, -1.74450)  -0.4633
F (-0.42918, -1.64027, 0.45999)  -0.2368
S (-1.42363, 0.67511, 0.15467)  -0.1847
Cl (2.63921, 1.68311, 1.12338)  -0.2120
H (-0.03491, 0.02118, 2.00122)  0.2797
H (-0.03743, 1.94372, 1.78407)  0.3876
H (-1.47500, -0.53025, -2.37556)  0.2665
H (-0.18261, -1.85432, -2.18255)  0.2932

***

[2]
Below is a cluster of 6 separate species, C21H56BF4N5O7 in total at a distorted geometry, with properties calculated with wB97M-V/def2-TZVPD.

Calculated values
Multiplicity: 1
Gap between HOMO and LUMO in Eh: 0.3745
HOMO in eV: -17.70
Max |F| in eV/A: 3.952
Total charge: +4
LUMO in eV: -7.51

Last column: Mulliken charge in e.
CARTESIAN COORDINATES (ANGSTROEM)
C (-23.11943, -0.98832, 6.02190)  -0.8540
O (-23.58445, -0.73667, 4.70131)  -0.3247
C (-23.22385, 0.55180, 4.21555)  -0.4858
C (-24.35122, 0.92825, 3.30518)  -0.6751
N (-24.57584, -0.24052, 2.40664)  -0.1254
H (-24.72291, -1.01177, 3.08377)  0.4428
H (-25.45165, -0.09545, 1.91414)  0.3981
C (-23.52302, -0.64675, 1.48574)  -0.5070
C (-24.14642, -1.63492, 0.48932)  -0.7832
O (-24.63206, -2.64848, 1.34127)  -0.2407
C (-25.31120, -3.71370, 0.75667)  -0.7206
H (-23.42961, -2.01420, 6.30354)  0.1412
H (-23.67621, -0.34147, 6.69377)  0.4238
H (-22.04837, -0.79092, 6.12234)  0.3635
H (-22.28319, 0.71987, 3.65697)  0.2644
H (-23.18536, 1.21383, 5.10665)  0.4982
H (-24.25623, 1.89623, 2.81497)  0.3875
H (-25.28186, 0.88069, 3.85955)  0.3608
H (-22.75072, -1.17189, 2.09133)  0.3937
H (-23.16901, 0.27107, 1.04403)  0.3885
H (-23.29407, -1.99695, -0.11007)  0.4095
H (-24.93199, -1.19493, -0.13033)  0.4374
H (-26.21104, -3.37272, 0.23523)  0.3517
H (-25.67953, -4.29013, 1.61471)  0.1409
H (-24.71487, -4.35167, 0.14022)  0.3176
C (-24.19687, -11.49215, 3.68943)  -0.7138
O (-23.92451, -10.12705, 3.45931)  -0.4012
C (-23.06729, -9.48502, 4.42610)  -0.3162
C (-23.78257, -8.89401, 5.65800)  -0.8219
N (-25.01605, -8.14334, 5.33353)  -0.0984
H (-25.59327, -8.77448, 4.76460)  0.4218
H (-25.52767, -8.07451, 6.22739)  0.4089
C (-24.86335, -6.80260, 4.58825)  -0.8030
C (-24.26611, -5.67614, 5.50968)  -0.1224
O (-22.91379, -6.03589, 5.57797)  -0.3739
C (-22.11897, -5.47772, 4.59041)  -0.4750
H (-25.05618, -11.62966, 4.37726)  0.2683
H (-23.35937, -11.97429, 4.16495)  0.3578
H (-24.43484, -11.95905, 2.71185)  0.2711
H (-22.69662, -8.67024, 3.85664)  0.2437
H (-22.25370, -10.10720, 4.91389)  0.4000
H (-23.12578, -8.25210, 6.24357)  0.3928
H (-24.16146, -9.73768, 6.26554)  0.4938
H (-25.87609, -6.55491, 4.25033)  0.4488
H (-24.30302, -6.96637, 3.64075)  0.2639
H (-24.84802, -5.63230, 6.45304)  0.3378
H (-24.40391, -4.64996, 5.06682)  0.1393
H (-22.27875, -4.40503, 4.64125)  0.2054
H (-22.35671, -5.83199, 3.58392)  0.2745
H (-21.06523, -5.63345, 4.85249)  0.1825
C (-16.66650, 0.73374, 9.75746)  -1.1070
C (-16.38993, -0.63686, 10.13548)  0.7287
O (-16.56933, -1.64395, 9.63921)  -0.3305
N (-15.61865, -0.85764, 11.58038)  -0.2337
H (-15.27560, 0.08896, 11.85386)  0.3682
H (-16.25782, -1.19705, 12.29991)  0.3438
C (-14.53717, -1.76616, 11.36937)  -0.8887
H (-17.59558, 0.97133, 10.21771)  0.3602
H (-16.73302, 0.85333, 8.68790)  0.3110
H (-15.96896, 1.42551, 10.17832)  0.3886
H (-13.98338, -2.06706, 12.29764)  0.3527
H (-13.74202, -1.24041, 10.80490)  0.3420
H (-14.89285, -2.55609, 10.70804)  0.3647
C (-17.46472, -8.28955, 3.27720)  -1.2566
C (-18.60368, -7.57864, 2.73023)  0.8018
O (-19.73017, -7.58015, 2.96419)  -0.3566
N (-18.18031, -6.49412, 1.70862)  -0.0845
H (-17.97824, -5.67114, 2.33748)  0.3262
H (-17.29451, -6.62250, 1.19451)  0.4218
C (-19.30975, -6.02841, 0.76892)  -0.5841
H (-16.89430, -7.60013, 3.89534)  0.3592
H (-16.88252, -8.67307, 2.44492)  0.4007
H (-17.75845, -9.15103, 3.94304)  0.3488
H (-20.28038, -6.23022, 1.30809)  0.1646
H (-19.28130, -6.55340, -0.17750)  0.3662
H (-19.17170, -4.95856, 0.61347)  0.2366
C (-15.16714, -0.19127, 2.80630)  -1.0580
C (-16.43495, 0.49298, 2.74754)  0.7046
O (-16.88660, 1.32968, 3.41191)  -0.4437
N (-17.08538, 0.33977, 1.38091)  -0.1163
H (-17.10438, -0.66633, 1.08331)  0.3290
H (-18.04610, 0.65964, 1.57720)  0.3659
C (-16.35127, 1.22387, 0.32642)  -0.8539
H (-15.30713, -1.26440, 2.59246)  0.2692
H (-14.71425, -0.00458, 3.76827)  0.3345
H (-14.51625, 0.19844, 2.01728)  0.3736
H (-15.52220, 0.65599, 0.01916)  0.3781
H (-16.07634, 2.12343, 0.90978)  0.3598
H (-17.07932, 1.38521, -0.46368)  0.3624
B (-18.01840, -2.84691, 2.11850)  0.3445
F (-17.66832, -4.00935, 2.77614)  -0.3841
F (-17.13921, -2.72578, 1.04302)  -0.3824
F (-19.33852, -2.90385, 1.68534)  -0.3564
F (-17.80300, -1.75365, 3.07590)  -0.3587

***

[3]
Below is a structure of composition C35H25BrN6O5S3Ta, with properties calculated with wB97M-V/def2-TZVPD.

Calculated values
Multiplicity: 1
Gap between HOMO and LUMO in Eh: 0.1271
HOMO in eV: -9.00
Max |F| in eV/A: 0.562
Total charge: +1
LUMO in eV: -5.54

Last column: Mulliken charge in e.
CARTESIAN COORDINATES (ANGSTROEM)
Ta (-0.70118, -0.80663, 0.08194)  1.2287
C (-2.69245, -2.93504, -1.37361)  -1.4966
N (-2.50456, -1.93003, -0.29852)  0.0778
C (-3.56259, -1.62802, 0.42338)  0.1968
C (-3.44044, -0.55821, 1.31948)  -0.4001
C (-4.23817, 0.03557, 2.28234)  -0.8618
C (-3.47356, 1.07654, 2.83858)  -1.1429
C (-2.25065, 1.06975, 2.19964)  -0.3310
N (-2.20499, 0.07645, 1.25592)  0.8733
C (-2.70156, -2.28912, -2.73586)  0.9492
C (-1.99398, -2.87374, -3.77662)  -0.4204
C (-1.95828, -2.27062, -5.02660)  -0.7216
C (-2.64548, -1.08528, -5.24690)  -0.5026
C (-3.37700, -0.51113, -4.21768)  -0.8207
C (-3.40160, -1.10919, -2.96781)  -0.2651
H (-3.62769, -3.46095, -1.17236)  0.7261
H (-1.89505, -3.67738, -1.31679)  0.2224
H (-4.48395, -2.18928, 0.30519)  0.6142
H (-5.24423, -0.25011, 2.54379)  0.5448
H (-3.77700, 1.76575, 3.60813)  0.4829
H (-1.42194, 1.74317, 2.35026)  0.5406
H (-1.46014, -3.80383, -3.60892)  0.5680
H (-1.39866, -2.73108, -5.83081)  0.4398
H (-2.61644, -0.61302, -6.21977)  0.4345
H (-3.92472, 0.40590, -4.38768)  0.4325
H (-3.97823, -0.64392, -2.17542)  0.4188
S (0.02899, -0.11546, -2.25081)  -0.3531
C (0.55412, -1.75679, -2.16795)  0.6306
N (0.21313, -2.39889, -1.06590)  0.4639
C (0.71562, -3.70501, -1.03137)  -0.6511
C (0.55268, -4.63965, -0.01560)  -0.2576
C (1.12859, -5.88566, -0.18949)  -1.0319
C (1.84657, -6.20011, -1.34566)  -0.5840
C (2.01118, -5.27234, -2.35817)  -0.5671
C (1.43789, -4.01919, -2.18478)  0.9091
S (1.47573, -2.65311, -3.27942)  -0.1111
H (-0.00043, -4.39741, 0.88426)  0.4600
H (1.01876, -6.62949, 0.58749)  0.4651
H (2.28235, -7.18344, -1.45352)  0.4219
H (2.56827, -5.51642, -3.25218)  0.4442
Br (2.67345, -3.84282, 4.19341)  -0.1281
C (2.26328, -2.01728, 4.40075)  -0.2112
C (3.04752, -1.26599, 5.26342)  -0.4629
C (2.80228, 0.08780, 5.42809)  -0.5698
C (1.78131, 0.71181, 4.72255)  -0.7360
C (1.01324, -0.03104, 3.84671)  0.0391
C (1.23832, -1.39787, 3.68258)  0.5102
C (0.34618, -2.17173, 2.79984)  0.0091
O (-0.15165, -3.23157, 2.96342)  -0.4530
O (0.13071, -1.53060, 1.54857)  -0.7300
H (3.84860, -1.74839, 5.80520)  0.4339
H (3.41456, 0.65713, 6.11410)  0.4107
H (1.58411, 1.76584, 4.86063)  0.4799
H (0.20274, 0.43888, 3.30378)  0.5323
O (1.30131, 7.40375, -3.56886)  -0.6613
S (0.79880, 7.84637, -2.28245)  1.1739
O (1.06643, 9.21426, -1.92397)  -0.6506
O (-0.51923, 7.34868, -1.93754)  -0.6622
C (1.87619, 6.86478, -1.18599)  0.0167
N (3.07340, 7.31412, -0.78912)  -0.4497
C (3.80922, 6.50285, -0.04943)  -0.3688
C (3.39725, 5.22289, 0.32432)  -0.6467
C (2.14702, 4.85855, -0.14160)  0.2096
N (1.40339, 5.66562, -0.88195)  -0.2581
C (1.48355, 3.55908, 0.09852)  1.3595
C (0.14788, 3.43446, -0.32237)  -0.9529
C (-0.49995, 2.24660, -0.15670)  -0.5042
N (0.10095, 1.16511, 0.40088)  0.7669
C (1.38122, 1.28010, 0.81840)  -0.7435
C (2.08999, 2.44984, 0.69191)  -0.9822
H (4.77621, 6.88007, 0.26604)  0.4229
H (4.02343, 4.59006, 0.93739)  0.3688
H (-0.32882, 4.29220, -0.78446)  0.7492
H (-1.52623, 2.11789, -0.47626)  0.5985
H (1.83097, 0.40067, 1.26320)  0.6801
H (3.11349, 2.48424, 1.03676)  0.3832

***

[4]
Below is a structure of composition C39H36ClF4FeN3OP2 at a distorted geometry, with properties calculated with wB97M-V/def2-TZVPD.

Calculated values
Multiplicity: 5
Gap between HOMO and LUMO (spin up / spin down) in Eh: 0.1585 / 0.2470
HOMO (spin up / spin down) in eV: -4.51 / -7.35
Max |F| in eV/A: 1.299
<S²>: 6.09
LUMO (spin up / spin down) in eV: -0.20 / -0.63

Last column: Mulliken spin population.
CARTESIAN COORDINATES (ANGSTROEM)
Fe (-1.21721, 0.36120, 0.15956)  2.2166
Cl (1.06846, 1.17344, 6.91848)  0.0000
C (0.37674, 1.35018, 5.33494)  -0.0075
C (0.42524, 2.58908, 4.69845)  0.0240
C (-0.05131, 2.70964, 3.41411)  -0.0043
C (-0.57795, 1.61102, 2.70059)  0.0384
O (-0.93506, 1.77569, 1.45875)  -0.0528
C (-0.70124, 0.37396, 3.40869)  0.0336
C (-1.37630, -0.74872, 2.83296)  0.0625
N (-1.76720, -0.78805, 1.59628)  -0.1017
C (-2.60206, -1.77181, 1.07992)  -0.0119
C (-2.55709, -3.12973, 1.40617)  0.2011
C (-3.37410, -4.03282, 0.73492)  -0.0606
C (-4.26362, -3.61388, -0.23670)  0.2306
C (-4.36918, -2.24177, -0.56694)  -0.0760
C (-5.24493, -1.72719, -1.54246)  0.2247
C (-5.31706, -0.35430, -1.74008)  -0.0013
C (-4.45519, 0.47538, -1.04115)  0.1451
N (-3.52985, 0.02148, -0.18895)  0.1581
C (-3.51749, -1.31177, 0.09072)  -0.0652
C (-0.20309, 0.27093, 4.71670)  0.0107
H (0.82020, 3.44724, 5.22483)  0.0024
H (-0.00343, 3.66160, 2.90012)  -0.0003
H (-1.63965, -1.56579, 3.50352)  0.0092
H (-1.85202, -3.48111, 2.15020)  0.0334
H (-3.29712, -5.08627, 0.97481)  0.0022
H (-4.88051, -4.33074, -0.76380)  0.0016
H (-5.86618, -2.40125, -2.11893)  0.0097
H (-6.02276, 0.07118, -2.44086)  0.0081
H (-4.49927, 1.55122, -1.16943)  0.0259
H (-0.26544, -0.67825, 5.23447)  0.0010
C (3.67483, 0.78336, -2.24059)  -0.0027
P (2.20123, -0.11469, -1.56102)  0.0063
C (2.93680, -1.80357, -1.66456)  0.0060
C (1.17194, 0.07020, -3.07407)  -0.0114
C (1.45471, -0.59336, -4.26310)  -0.0029
C (0.73109, -0.34423, -5.41650)  -0.0027
C (-0.27288, 0.60262, -5.40374)  0.0032
C (-0.57904, 1.27412, -4.23317)  -0.0082
C (0.11227, 1.01916, -3.04983)  0.0013
P (-0.53144, 1.74066, -1.47494)  -0.0834
C (-1.95558, 2.75337, -2.04633)  -0.0049
C (0.60402, 3.14054, -1.12648)  -0.0077
H (4.04475, 0.26695, -3.12725)  0.0003
H (4.45656, 0.79878, -1.47904)  0.0009
H (3.41354, 1.80607, -2.50861)  0.0001
H (3.05892, -2.13937, -2.69383)  -0.0013
H (2.33369, -2.52496, -1.11894)  -0.0019
H (3.91566, -1.75044, -1.18687)  0.0017
H (2.25223, -1.32573, -4.30055)  0.0003
H (0.95709, -0.88174, -6.32843)  -0.0001
H (-0.83479, 0.81109, -6.30492)  0.0003
H (-1.38678, 1.99499, -4.23884)  -0.0033
H (-1.66102, 3.55381, -2.72561)  0.0006
H (-2.37632, 3.19638, -1.14204)  -0.0009
H (-2.72415, 2.13402, -2.50755)  -0.0057
H (0.72697, 3.73682, -2.03019)  0.0000
H (1.57265, 2.80084, -0.76831)  0.0026
H (0.13428, 3.74258, -0.34760)  0.0005
F (7.39206, -0.97382, 4.39728)  0.0151
C (6.27735, -0.74952, 3.67642)  0.2123
C (5.49057, -1.82860, 3.29932)  -0.0830
C (4.36347, -1.59766, 2.54735)  0.1812
C (3.99119, -0.28277, 2.15681)  0.0404
C (2.84404, -0.05195, 1.40268)  0.4763
C (4.82653, 0.78613, 2.58032)  0.1729
C (5.95657, 0.55519, 3.32892)  -0.0811
H (5.77737, -2.82497, 3.60736)  -0.0032
H (3.73321, -2.42379, 2.24013)  0.0118
H (2.55549, 0.94671, 1.11869)  0.0152
H (2.17103, -0.86257, 1.16481)  0.0503
H (4.54579, 1.79857, 2.31880)  0.0097
H (6.59479, 1.36277, 3.66092)  -0.0030
F (-1.14345, -5.64301, -3.95092)  0.0006
C (-2.12429, -4.72534, -3.87079)  0.0022
F (-3.21943, -5.37268, -3.42166)  0.0013
F (-2.40264, -4.33139, -5.12628)  0.0001
C (-1.75188, -3.57990, -2.98893)  -0.0047
C (-2.22431, -2.29951, -3.25067)  -0.0151
C (-1.86154, -1.27834, -2.40335)  0.0561
N (-1.08181, -1.44398, -1.32390)  -0.0332
C (-0.67451, -2.69369, -1.06141)  0.0069
C (-0.96844, -3.77732, -1.85566)  0.0119
H (-2.86396, -2.11176, -4.10064)  0.0083
H (-2.22223, -0.27564, -2.58158)  -0.0097
H (-0.09041, -2.82115, -0.16067)  0.0125
H (-0.61559, -4.76637, -1.60128)  0.0038

***

Number 1: calculated total energy -1184.4055 hartree. Number 2: calculated total energy -2057.3395 hartree. Number 3: calculated total energy -5878.9459 hartree. Number 4: calculated total energy -4553.3124 hartree.